Record 1
Computed, not measured: a structure of composition C4H15N3O, with the ωB97M-V functional and the def2-TZVPD basis.

As for the multiplicity: 1. As for the HOMO energy: -5.7 eV. The frontier orbital gap is 0.207 Eh.

```
23
Properties=species:S:1:pos:R:3:forces:R:3:mulliken_charge:R:1
C -2.42191 -1.67679 -1.84601 0.02 -0.09 0.00 -0.3938
O -2.53406 -2.98076 -1.72498 0.01 0.08 -0.02 -0.8196
C -1.29823 -1.12236 -0.93478 -0.10 -0.43 -0.08 -0.4941
N -1.01983 0.32947 -1.11363 0.63 0.13 -0.26 -0.5076
H -2.12320 -1.29496 -2.88066 -0.01 0.05 -0.02 0.1098
H -3.34544 -1.07328 -1.60263 0.01 0.07 0.03 0.1935
H -1.54222 -1.31682 0.10928 0.02 0.03 0.05 0.3178
H -0.39800 -1.69649 -1.19619 -0.07 0.15 0.09 0.1969
H -1.65695 0.89269 -0.56398 0.01 0.02 0.06 0.2902
H -1.20115 0.56325 -2.09342 -0.09 -0.12 0.09 0.2934
C 1.02962 0.51416 1.82729 -0.21 -0.13 -0.06 -0.3362
N 1.28227 1.39383 2.95402 0.19 -0.09 0.13 -0.5976
C 1.87089 0.98777 0.64474 -0.19 -0.39 0.07 -0.6726
N 1.51313 0.25147 -0.59462 0.23 0.19 0.13 -0.4026
H -0.03740 0.44535 1.54634 0.31 0.01 0.00 0.2600
H 1.35143 -0.49486 2.10143 -0.10 0.03 -0.05 0.3579
H 0.69069 2.20955 2.93447 -0.08 0.10 0.04 0.2163
H 1.15604 0.92699 3.84288 -0.05 0.06 -0.12 0.2417
H 2.91622 0.83466 0.88586 0.22 0.10 0.00 0.3316
H 1.71183 2.04368 0.46948 -0.08 0.25 -0.08 0.3366
H 2.02240 0.61354 -1.39060 0.21 0.00 -0.09 0.2979
H 1.73902 -0.73344 -0.51070 -0.04 -0.12 0.00 0.3498
H 0.29485 0.38334 -0.86360 -0.83 0.11 0.10 0.4307
```
Forces are in eV/Å.



Record 2
Computed, not measured: a cluster of 2 separate species, C4H15N3O in total in a non-equilibrium geometry, with the ωB97M-V functional and the def2-TZVPD basis.

The structure (SMILES) is NCC[C@@H](N)CN.O. As for the multiplicity: 1. As for the HOMO energy: -8.9 eV. The frontier orbital gap is 0.363 Eh.

```
23
Properties=species:S:1:pos:R:3:forces:R:3:mulliken_charge:R:1
N -2.43877 0.34273 -0.01543 0.39 0.89 -1.14 -0.5758
C -1.75163 0.31662 -1.33402 0.75 -2.22 -0.77 -0.8253
C -0.32174 0.76119 -1.16107 1.24 0.84 1.42 -0.5127
C 0.63658 -0.14446 -0.33616 -0.95 0.21 0.12 0.5460
N 0.64689 -1.56559 -0.71416 0.21 0.16 -0.04 -0.7117
C 2.03656 0.45662 -0.38436 -0.05 0.70 0.58 -0.8577
N 2.75238 -0.09953 0.76999 -0.20 0.30 -0.39 -0.5295
H -2.99957 1.17787 -0.10966 -0.65 -0.23 0.89 0.2013
H -2.98867 -0.49046 0.13571 -0.41 0.20 -0.32 0.2754
H -1.77478 -0.74027 -1.66980 0.01 0.52 -0.10 0.3031
H -2.17358 0.92663 -2.15048 -0.46 -0.13 0.62 0.3392
H -0.51703 1.67885 -0.49742 1.12 -0.70 -1.17 0.1750
H 0.33226 0.98074 -2.05424 -1.50 0.25 0.29 0.3658
H 0.29550 -0.13752 0.71932 0.23 0.10 -0.47 -0.0318
H 0.80830 -1.68728 -1.71243 -0.05 0.21 0.00 0.2799
H 1.50202 -1.90504 -0.26906 -0.30 -0.33 -0.01 0.3368
H 1.96316 1.57787 -0.42709 0.12 -0.67 0.35 0.3038
H 2.57983 0.17430 -1.27667 -0.06 -0.25 -0.46 0.3801
H 2.23876 0.21906 1.58408 0.47 -0.09 0.29 0.2171
H 3.71643 0.20680 0.79673 -0.09 0.09 0.24 0.2290
O -1.21396 -0.02852 2.60283 -0.06 -0.04 0.07 -0.6565
H -1.78545 -0.36010 3.30018 0.00 -0.01 -0.01 0.3250
H -1.75484 0.01037 1.79149 0.26 0.20 0.03 0.4236
```
Forces are in eV/Å.



Record 3
Computed, not measured: a cluster of 2 separate species, C4H15N3O in total in a non-equilibrium geometry, with the ωB97M-V functional and the def2-TZVPD basis.

Its net charge is +1. As for the multiplicity: 2. Its expectation value of S² is 0.76. As for the HOMO energy (spin up / spin down): -12.5 / -12.4 eV. The frontier orbital gap (spin up / spin down) is 0.352 / 0.189 Eh.

```
23
Properties=species:S:1:pos:R:3:forces:R:3:mulliken_charge:R:1
C 0.99127 -1.23674 0.17125 0.38 0.54 0.12 -0.7368
C -0.46026 -0.77729 0.46064 -0.33 -1.51 -0.72 -0.3550
C -1.04695 -1.56591 1.63790 -0.16 0.91 0.77 -0.9635
N -0.66953 -1.07147 2.95157 0.00 -0.75 -0.52 -0.4484
N 1.89653 -0.14666 -0.15743 -1.25 0.03 -0.48 0.0069
C 2.15891 0.23692 -1.56129 -0.10 0.09 0.55 -0.4707
N 1.08245 1.07533 -1.95320 -0.17 -0.05 0.28 -0.2839
H 1.06737 -1.99403 -0.59595 -0.12 -0.11 -0.27 0.3500
H 1.38740 -1.68760 1.07103 0.24 -0.09 0.51 0.4741
H -1.05427 -1.05008 -0.42354 0.09 0.31 -0.01 0.3338
H -0.56806 0.27941 0.62754 0.17 0.50 0.16 0.3892
H -0.83057 -2.62670 1.55029 0.15 -0.17 -0.09 0.3774
H -2.12506 -1.46275 1.59605 -0.25 -0.14 -0.16 0.4008
H -1.23358 -0.31074 3.29032 0.42 0.14 0.08 0.2176
H 0.31694 -1.06804 3.16153 -0.22 0.28 0.23 0.1763
H 1.71367 0.66009 0.43744 0.46 0.09 0.14 0.3361
H 3.05119 0.84433 -1.52873 0.44 -0.16 -0.44 0.3805
H 2.24100 -0.65682 -2.16870 0.19 -0.10 0.03 0.3232
H 0.12060 0.77189 -1.81555 0.31 0.11 -0.21 0.2258
H 1.25633 2.06634 -1.88529 -0.31 0.09 0.01 0.2622
H -2.58612 3.51445 -1.05423 -0.62 -0.06 -0.40 0.3226
H -3.83291 3.11694 -1.93539 -0.09 0.19 0.28 0.3228
O -2.87635 3.08913 -1.87626 0.78 -0.15 0.16 -0.6411
```
Forces are in eV/Å.



Calculated energy relative to the best compared isomer or geometry (same formula, charge and spin), 351.5 88.7 24.1 kJ/mol (same order as the records).
Calculated total energy, -10905.8968 -10908.6203 -10900.5256 eV (same order as the records).